Computed, not measured: a cluster of 2 separate species, C5H15N2S in total, with wB97M-V/def2-TZVPD.

Geometry as XYZ:
```
23
Properties=species:S:1:pos:R:3:forces:R:3:nbo_charge:R:1
C 0.307 0.855 -3.041 0.2 -0.3 -0.1 -0.6270
C -0.131 1.125 -1.613 0.2 0.2 -0.4 -0.2310
C -1.944 0.055 -0.403 -0.2 0.1 -0.2 0.1492
N -0.856 -0.018 -1.049 0.1 -0.1 0.1 -0.3899
H 0.948 -0.031 -3.059 0.0 0.0 -0.1 0.2211
H -0.506 0.701 -3.747 -0.1 0.1 0.1 0.2330
H 0.925 1.680 -3.390 -0.1 0.1 0.0 0.2531
H 0.775 1.277 -1.026 -0.2 0.0 0.3 0.2348
H -0.779 1.992 -1.511 0.0 0.1 0.0 0.2258
H -2.416 -0.840 -0.026 0.1 -0.1 0.1 0.2306
H -2.464 1.000 -0.313 0.2 0.1 0.1 0.2296
H -0.397 -0.924 -1.120 0.0 -0.1 0.0 0.4391
C 0.885 -0.167 1.805 -0.5 -0.3 0.3 -0.2330
C 0.249 -1.538 1.954 0.1 -0.4 -0.4 -0.5177
S 1.239 -2.891 1.211 0.3 0.5 -0.3 -0.0232
N -0.141 0.891 1.908 0.5 -0.1 -0.2 -0.8587
H 1.667 -0.081 2.563 0.1 0.1 -0.1 0.2079
H 1.336 -0.089 0.816 0.2 0.0 0.0 0.1683
H 0.090 -1.835 2.988 -0.1 0.3 0.1 0.2367
H -0.709 -1.543 1.434 -0.1 0.0 0.2 0.1816
H 2.275 -2.112 0.808 -0.3 -0.3 0.2 0.1246
H -0.721 0.750 2.720 -0.1 -0.1 0.3 0.3696
H 0.370 1.744 2.094 -0.2 0.4 -0.1 0.3753
```
Positions in Å, forces in eV/Å.

Output
* gap between HOMO and LUMO: 7.853 eV
* E: -706.92907 hartree
* energy relative to the best compared isomer or geometry (same formula, charge and spin): 1.2933 eV
* charge: +1